Record 1
{"formula": "C3H5N3", "method": "ωB97M-V/def2-TZVPD", "symbols": ["C", "N", "C", "N", "C", "N", "H", "H", "H", "H", "H"], "coordinates": [[-1.94766, -0.10131, 0.16855], [-0.55912, -0.35179, -0.09211], [0.24223, 0.60182, -0.27115], [1.57898, 0.33912, -0.63829], [2.46591, -0.39865, 0.13887], [1.80023, -1.31683, -0.34890], [-2.54749, -0.66875, -0.55161], [-2.17636, -0.49784, 1.16287], [-2.23779, 0.95923, 0.12626], [-0.03297, 1.66599, -0.32121], [3.41404, -0.23099, 0.62672]], "forces_ev_per_a": [[-0.27, 0.08, 0.11], [0.23, 0.41, 0.07], [-0.33, -0.40, 0.14], [-0.18, -0.39, -0.52], [-0.01, -0.44, -0.03], [0.58, 0.63, -0.27], [0.05, 0.13, 0.12], [-0.11, 0.09, -0.12], [0.02, -0.09, 0.01], [0.15, -0.19, 0.07], [-0.14, 0.18, 0.39]], "lowdin_charge": [-0.146, -0.026, -0.266, 0.017, -0.246, 0.209, 0.076, 0.076, 0.069, 0.124, 0.114], "homo_ha": -0.344, "molar_mass_g_mol": 83.09, "gap_ev": 10.3, "e_above_lowest_ev": 4.3345, "energy_ev": -7658.121}



Record 2
{"formula": "C3H5N3", "method": "ωB97M-V/def2-TZVPD", "symbols": ["C", "N", "C", "N", "C", "N", "H", "H", "H", "H", "H"], "coordinates": [[2.03524, -0.04384, -0.02166], [0.58586, 0.01410, -0.00128], [-0.26244, 1.07439, 0.04890], [-1.50550, 0.68191, -0.03881], [-1.38883, -0.64708, 0.00554], [-0.14580, -1.10252, 0.02483], [2.52171, 0.33735, 0.90133], [2.42019, 0.58160, -0.86503], [2.31802, -1.11391, -0.11981], [0.11576, 2.05604, 0.03999], [-2.22140, -1.31631, -0.04634]], "forces_ev_per_a": [[0.83, 0.14, -0.12], [-0.48, 0.65, 0.83], [1.02, -0.78, -0.90], [-0.25, 0.72, 0.71], [0.45, -1.02, -0.39], [-0.39, -0.49, -0.22], [-0.63, -0.18, -0.37], [-0.27, -0.75, 0.55], [-0.21, 0.85, -0.18], [0.17, 1.06, 0.02], [-0.24, -0.20, 0.09]], "lowdin_charge": [-0.029, -0.198, -0.165, 0.074, -0.243, 0.077, 0.089, 0.096, 0.094, 0.110, 0.096], "homo_ha": -0.359, "molar_mass_g_mol": 83.09, "gap_ev": 10.6, "e_above_lowest_ev": 0.6016, "energy_ev": -7661.854}



Record 3
{"formula": "C3H5N3", "method": "ωB97M-V/def2-TZVPD", "symbols": ["N", "C", "C", "C", "N", "N", "H", "H", "H", "H", "H"], "coordinates": [[0.02915, -0.02133, 2.03630], [0.05004, 0.07771, 0.62011], [-0.53679, -0.89337, -0.21474], [-0.30460, -0.42771, -1.50502], [0.37987, 0.73028, -1.34919], [0.61388, 1.06139, -0.07396], [0.95935, -0.09928, 2.42568], [-0.43232, 0.76851, 2.47146], [-0.94043, -1.80963, 0.19860], [-0.53463, -0.72145, -2.52695], [0.71649, 1.33490, -2.08229]], "forces_ev_per_a": [[0.08, 0.15, 0.01], [0.01, -0.09, -0.07], [0.29, 0.04, -0.40], [0.07, 0.12, 0.29], [-0.01, 0.08, -0.08], [-0.18, -0.14, 0.25], [0.02, 0.07, -0.04], [0.08, 0.00, -0.11], [-0.21, 0.19, -0.54], [-0.08, -0.33, 0.53], [-0.08, -0.08, 0.16]], "lowdin_charge": [0.069, -0.439, -0.035, -0.102, -0.059, 0.071, 0.071, 0.073, 0.096, 0.110, 0.146], "homo_ha": -0.344, "molar_mass_g_mol": 83.09, "gap_ev": 10.5, "e_above_lowest_ev": 0.6634, "energy_ev": -7661.792}



Record 4
{"formula": "C3H5N3", "method": "ωB97M-V/def2-TZVPD", "symbols": ["C", "C", "N", "N", "N", "C", "H", "H", "H", "H", "H"], "coordinates": [[2.08568, 1.28829, 0.22033], [1.68534, 0.06203, 0.10293], [1.35714, -1.09854, -0.14673], [-0.00159, -1.19690, -0.52517], [-0.65150, -0.33672, 0.08609], [-2.07814, -0.46343, -0.10212], [1.87517, 1.92938, 1.06807], [3.02449, 1.24140, -0.31610], [-2.33355, -1.42732, -0.54724], [-2.53045, -0.35798, 0.88797], [-2.43260, 0.35981, -0.72802]], "forces_ev_per_a": [[0.84, -0.70, 0.30], [-0.34, -0.45, 0.20], [0.05, 0.23, 0.63], [-0.55, 0.39, 0.06], [0.05, -0.69, -0.23], [-0.29, -0.02, -0.07], [0.15, -0.16, -0.18], [0.22, 1.39, -0.55], [-0.09, 0.11, -0.04], [-0.06, -0.04, -0.19], [0.02, -0.07, 0.05]], "lowdin_charge": [0.020, -0.229, 0.046, -0.012, -0.072, -0.111, 0.066, 0.070, 0.071, 0.074, 0.078], "homo_ha": -0.347, "molar_mass_g_mol": 83.09, "gap_ev": 10.0, "e_above_lowest_ev": 4.3541, "energy_ev": -7658.101}



Record 5
{"formula": "C3H5N3", "method": "ωB97M-V/def2-TZVPD", "symbols": ["N", "C", "C", "N", "N", "C", "H", "H", "H", "H", "H"], "coordinates": [[-1.89935, -0.21543, -0.48740], [-0.56934, -0.30571, -0.11139], [0.27175, -1.30557, 0.02721], [2.06874, 0.05679, 0.18024], [1.35383, 1.11458, 0.27426], [0.06707, 0.94215, 0.34476], [-2.35771, 0.65691, -0.25591], [-2.49038, -1.02851, -0.40905], [1.10260, -1.89131, -0.25014], [2.98240, 0.33723, -0.22488], [-0.52961, 1.63887, 0.91231]], "forces_ev_per_a": [[0.09, -0.11, 0.27], [0.39, -0.11, 0.17], [0.64, 0.76, -0.33], [-0.56, 0.04, 0.11], [-0.33, -0.02, 0.25], [0.06, 0.65, -0.01], [0.17, -0.20, 0.03], [0.20, 0.01, 0.03], [-0.02, -0.74, -0.38], [-0.48, -0.62, 0.06], [-0.15, 0.32, -0.21]], "lowdin_charge": [0.101, -0.442, 0.211, 0.013, -0.110, -0.161, 0.091, 0.097, 0.024, 0.076, 0.098], "homo_ha": -0.291, "molar_mass_g_mol": 83.09, "gap_ev": 7.8, "e_above_lowest_ev": 5.2764, "energy_ev": -7657.179}



Record 6
{"formula": "C3H5N3", "method": "ωB97M-V/def2-TZVPD", "symbols": ["N", "C", "C", "N", "N", "C", "H", "H", "H", "H", "H"], "coordinates": [[-1.88881, -0.45036, -0.28090], [-0.56883, -0.04582, -0.03771], [-0.13047, 1.22422, 0.52181], [1.24554, 1.16611, 0.59909], [1.63038, 0.03766, 0.05365], [0.57568, -0.76237, -0.28588], [-2.54912, 0.08322, 0.26764], [-2.05680, -1.44195, -0.14870], [0.37875, 2.10996, -0.05227], [2.61418, -0.16525, 0.03302], [0.74950, -1.75542, -0.66974]], "forces_ev_per_a": [[0.09, 0.14, 0.16], [0.39, 0.23, -0.20], [1.06, 0.09, -0.59], [0.84, -0.70, 0.09], [0.20, -0.54, 0.60], [-0.11, -0.09, 0.05], [0.06, -0.01, -0.09], [0.13, 0.25, -0.06], [-2.56, 0.86, 0.07], [0.02, -0.26, -0.06], [-0.11, 0.02, 0.04]], "lowdin_charge": [0.067, -0.346, -0.122, -0.047, -0.047, -0.064, 0.080, 0.085, 0.135, 0.147, 0.112], "homo_ha": -0.303, "molar_mass_g_mol": 83.09, "gap_ev": 9.2, "e_above_lowest_ev": 3.5141, "energy_ev": -7658.941}



Record 7
{"formula": "C3H5N3", "method": "ωB97M-V/def2-TZVPD", "symbols": ["C", "N", "N", "C", "C", "N", "H", "H", "H", "H", "H"], "coordinates": [[-1.69453, -0.04199, 0.18732], [-0.26521, 0.01251, -0.02035], [0.42888, 1.12408, 0.06569], [1.69608, 0.75654, -0.00407], [1.84530, -0.67159, -0.01208], [0.51537, -1.09389, 0.00425], [-1.93784, 0.02984, 1.25135], [-2.07021, -0.98567, -0.21150], [-2.13860, 0.79507, -0.34783], [2.47006, 1.51274, 0.00105], [1.15069, -1.43764, -0.91384]], "forces_ev_per_a": [[-0.19, 0.05, -0.02], [-0.01, 0.05, 0.09], [0.08, -0.26, -0.06], [0.10, 0.04, 0.01], [-0.05, 0.35, 0.10], [0.11, -0.02, 0.10], [0.04, -0.02, -0.14], [0.12, 0.15, 0.05], [-0.06, -0.07, 0.06], [-0.10, -0.17, 0.00], [-0.04, -0.11, -0.20]], "lowdin_charge": [-0.016, -0.268, 0.102, -0.184, -0.117, -0.006, 0.088, 0.088, 0.085, 0.082, 0.145], "homo_ha": -0.338, "molar_mass_g_mol": 83.09, "gap_ev": 10.0, "e_above_lowest_ev": 4.6376, "energy_ev": -7657.818}



Record 8
{"formula": "C3H5N3", "method": "ωB97M-V/def2-TZVPD", "symbols": ["C", "C", "N", "N", "N", "C", "H", "H", "H", "H", "H"], "coordinates": [[0.92283, -1.75688, 0.39204], [0.62763, -0.82968, -0.69629], [0.46134, -0.14170, -1.61023], [-0.22649, 2.64654, -0.47343], [-0.89622, 1.75064, 0.04498], [-1.28959, 0.75108, 0.57738], [0.71516, -1.32807, 1.37635], [0.33565, -2.67058, 0.26950], [1.98420, -1.99969, 0.31750], [-0.67896, 3.54960, -0.32314], [-1.95553, 0.02874, 0.12535]], "forces_ev_per_a": [[0.08, -0.08, 0.02], [0.07, 0.44, -0.96], [0.17, -0.82, 0.74], [-0.15, -0.13, 0.27], [-0.02, -0.26, 0.18], [0.02, 0.65, -0.20], [0.00, 0.06, -0.26], [0.10, 0.12, 0.01], [-0.08, -0.10, 0.15], [-0.12, -0.04, 0.00], [-0.07, 0.16, 0.05]], "lowdin_charge": [-0.074, -0.311, 0.144, 0.087, -0.240, 0.023, 0.077, 0.085, 0.083, 0.067, 0.059], "homo_ha": -0.333, "molar_mass_g_mol": 83.09, "gap_ev": 9.9, "e_above_lowest_ev": 3.7585, "energy_ev": -7658.697}



Record 9
{"formula": "C3H5N3", "method": "ωB97M-V/def2-TZVPD", "symbols": ["N", "C", "C", "C", "N", "N", "H", "H", "H", "H", "H"], "coordinates": [[1.51075, -0.56186, -0.83648], [0.40300, -0.08495, -0.15708], [0.04619, 1.16628, 0.29246], [-1.16187, 0.96279, 1.05367], [-1.44989, -0.36418, 1.05131], [-0.55518, -0.95323, 0.25909], [2.07383, 0.17075, -1.23936], [1.32059, -1.29787, -1.50386], [0.61773, 2.07305, 0.11114], [-2.25611, 0.84537, 0.73675], [-0.54902, -1.95614, 0.23236]], "forces_ev_per_a": [[0.22, 0.03, -0.07], [-0.03, 0.06, 0.18], [-0.27, -0.16, -0.23], [-0.65, -1.19, -0.73], [0.34, -0.93, -0.21], [0.78, -0.45, 0.48], [-0.02, -0.06, -0.06], [0.02, 0.14, 0.08], [-0.40, -0.19, 0.05], [-0.24, 2.92, 0.66], [0.27, -0.16, -0.15]], "lowdin_charge": [0.109, -0.392, -0.054, -0.181, -0.042, 0.015, 0.091, 0.092, 0.088, 0.124, 0.150], "homo_ha": -0.309, "molar_mass_g_mol": 83.09, "gap_ev": 9.2, "e_above_lowest_ev": 3.1405, "energy_ev": -7659.315}



Record 10
{"formula": "C3H5N3", "method": "ωB97M-V/def2-TZVPD", "symbols": ["N", "C", "C", "C", "N", "N", "H", "H", "H", "H", "H"], "coordinates": [[0.39677, -1.34156, 1.23925], [0.06468, -0.36751, 0.29083], [-0.68537, 0.76654, 0.25489], [-0.36968, 1.32994, -1.02012], [0.40735, 0.56374, -1.74367], [0.69233, -0.50807, -0.92653], [-0.22684, -1.33298, 2.03351], [1.34186, -1.14538, 1.56038], [-1.37043, 1.13028, 1.00374], [-0.66187, 2.30718, -1.38423], [0.41120, -1.40218, -1.30806]], "forces_ev_per_a": [[-0.17, 0.11, 0.19], [-0.08, 0.19, -0.07], [0.13, 0.09, 0.16], [-0.08, 0.09, -0.10], [-0.44, 0.10, 0.10], [-0.31, -0.09, 0.16], [-0.01, 0.03, 0.04], [-0.14, -0.33, 0.00], [0.28, 0.21, 0.07], [-0.08, -0.16, -0.07], [0.91, -0.23, -0.50]], "lowdin_charge": [0.096, -0.406, -0.032, -0.180, 0.010, -0.005, 0.083, 0.095, 0.092, 0.098, 0.148], "homo_ha": -0.325, "molar_mass_g_mol": 83.09, "gap_ev": 9.7, "e_above_lowest_ev": 1.0852, "energy_ev": -7661.370}